# 1
Molecular formula: C39H38LaN5O8S
Method: DFT, ωB97M-V/def2-TZVPD

```
92
Properties=species:S:1:pos:R:3:forces:R:3:lowdin_charge:R:1
La 0.247 -0.233 0.272 0.7254 -0.1045 0.0103 2.122
C 3.948 1.996 3.431 0.2598 -1.4917 -0.2403 -0.055
O 4.748 1.078 2.678 0.7266 1.5183 -0.2124 -0.116
C 4.511 -0.240 2.599 -1.0509 -1.9273 -0.6491 -0.252
C 5.307 -1.117 3.303 0.0083 -0.3681 0.2096 -0.057
C 5.164 -2.512 3.172 -0.0279 -0.6356 0.2889 -0.162
C 4.312 -3.048 2.233 -0.2707 0.8711 -0.9640 -0.093
C 3.574 -2.203 1.341 0.6640 1.1500 2.1604 -0.167
C 2.987 -2.729 0.170 -2.3934 0.5550 -1.8136 -0.108
N 2.124 -2.047 -0.596 2.0779 -0.1476 2.9891 -0.112
N 1.847 -2.556 -1.765 -1.9835 0.4531 -3.6313 0.010
C 1.055 -1.683 -2.521 2.2569 -2.0866 2.5688 -0.458
O 0.739 -0.534 -2.124 -0.3176 0.5632 -0.7190 -0.213
C 0.601 -2.233 -3.809 -0.5944 -0.3885 -0.6590 -0.135
C 0.748 -3.599 -4.086 0.3284 -0.6020 0.3186 -0.033
C 0.219 -4.180 -5.230 0.1547 0.1629 -0.2583 -0.101
C -0.410 -3.372 -6.177 -0.0288 0.1890 0.2402 -0.121
C -0.570 -2.010 -5.924 0.1353 -0.2357 0.0221 -0.103
C -0.103 -1.456 -4.735 -0.0183 0.5392 0.0033 -0.034
C 3.475 -0.773 1.679 0.8513 -1.0121 0.8633 -0.291
O 2.540 -0.035 1.260 0.0021 0.5956 -0.3461 -0.199
H 4.636 2.773 3.731 0.0178 0.3567 0.1843 0.074
H 3.561 1.457 4.306 -0.1978 0.3811 -0.0506 0.092
H 3.164 2.376 2.792 -0.4412 0.1772 0.0653 0.076
H 6.051 -0.760 4.016 -0.1764 0.2643 -0.2059 0.100
H 5.718 -3.203 3.822 -0.1076 0.4340 -0.1788 0.078
H 4.186 -4.126 2.126 0.2312 0.1131 -0.0680 0.092
H 3.244 -3.759 -0.114 0.0714 0.2863 -0.2190 0.110
H 1.291 -4.232 -3.373 -0.3521 0.4875 -0.2002 0.105
H 0.320 -5.260 -5.409 -0.0082 0.5141 0.1375 0.095
H -0.784 -3.802 -7.094 -0.0988 -0.0482 -0.1310 0.081
H -1.057 -1.373 -6.659 -0.0159 -0.1048 0.1410 0.092
H -0.303 -0.391 -4.539 0.2859 -0.5827 0.0718 0.115
O -2.472 -3.863 -0.468 0.6401 0.7610 0.7306 0.007
C -1.699 -3.115 0.147 0.8927 0.7516 -1.2754 -0.553
O -0.838 -2.270 -0.403 -1.8441 -1.6756 1.0932 -0.241
C -1.608 -3.221 1.699 -0.4442 -0.5613 -0.7291 -0.125
C -0.149 -3.227 2.144 -0.2581 2.0541 0.6168 -0.190
C -0.069 -3.786 3.543 0.8705 -0.6383 0.3897 -0.132
C -0.726 -2.717 4.424 0.3083 0.5654 0.1424 -0.125
C -1.131 -1.619 3.443 1.4347 -0.4088 -1.2623 -0.189
O 0.094 -1.704 2.454 -1.7513 -1.7315 1.0191 -0.225
C -2.260 -2.072 2.538 -1.1000 0.2106 0.0595 -0.126
C -2.889 -0.883 1.722 2.3847 0.9869 -0.8930 -0.559
O -4.101 -0.755 1.656 0.2305 -0.0420 0.0872 0.027
O -1.961 -0.087 1.179 -2.4237 -1.4218 1.2046 -0.270
H -2.085 -4.193 1.953 0.2829 0.5913 -0.1233 0.150
H 0.571 -3.625 1.414 -0.1795 0.5852 0.2816 0.154
H -0.598 -4.748 3.622 0.2979 0.2026 -0.1008 0.116
H 0.995 -3.923 3.816 -0.5155 -0.0521 -0.0336 0.118
H -1.565 -3.110 4.976 -0.4610 -0.0415 0.1399 0.104
H -0.026 -2.302 5.159 -0.0215 -0.1281 -0.1752 0.112
H -1.298 -0.632 3.912 0.5933 -0.3314 -0.6579 0.153
H -3.093 -2.454 3.166 0.4436 0.0341 -0.3898 0.150
N -0.296 4.527 0.198 -0.7831 1.3448 -0.8694 0.103
C -0.392 5.080 -1.095 1.7195 0.9727 -0.0097 -0.229
C -0.174 6.451 -1.431 -0.0045 -0.8705 1.1534 -0.050
C -0.264 6.851 -2.742 0.0704 -0.1867 -1.0124 -0.133
C -0.404 5.907 -3.778 -0.1749 1.3942 -0.5714 -0.138
C -0.532 4.575 -3.508 -0.1115 0.0008 0.8563 -0.122
C -0.521 4.197 -2.163 -0.4804 0.4747 -0.3857 -0.443
S -1.324 2.710 -1.807 -0.4767 -0.8280 -0.0786 1.032
N -0.429 2.223 -0.417 -0.2190 -0.3281 -0.8791 -0.315
C -0.294 3.184 0.475 0.1193 -0.9873 2.6739 -0.392
C -0.133 2.857 1.914 -0.0662 0.9543 -1.5921 -0.221
C -0.369 3.803 2.964 0.1928 -0.4883 0.0527 -0.051
C -0.146 3.392 4.257 -0.5127 0.6775 -0.3934 -0.114
C 0.338 2.099 4.533 0.3291 0.5118 1.7357 -0.123
C 0.639 1.300 3.479 -0.1652 -0.8473 -1.4602 -0.197
N 0.331 1.623 2.206 0.6480 -0.7595 0.7184 -0.010
H -0.106 5.085 1.018 -0.0182 0.3565 -0.6290 0.112
H 0.102 7.180 -0.672 -0.3629 -0.0735 0.0864 0.095
H -0.236 7.909 -3.010 0.2113 -0.2472 0.1969 0.089
H -0.485 6.257 -4.807 0.0781 0.0151 0.1783 0.087
H -0.794 3.852 -4.289 0.3491 0.1169 0.4029 0.106
H -0.815 4.772 2.737 0.1366 -0.1707 0.2788 0.093
H -0.379 4.076 5.063 -0.0110 -0.0300 0.0998 0.086
H 0.532 1.790 5.579 -0.0376 0.1777 -0.8348 0.097
H 1.148 0.328 3.627 -0.4699 0.4750 -0.2455 0.116
C -4.424 1.627 -3.249 0.0682 0.0114 0.4316 -0.093
C -3.211 0.680 -3.345 -0.1086 0.2047 -0.0693 -0.489
C -3.596 -0.798 -3.211 0.0844 -0.8048 -0.3254 -0.082
C -2.181 0.797 -2.260 0.1613 -0.9172 1.4163 -0.265
H -5.159 1.437 -4.049 0.2988 -0.0417 0.2246 0.066
H -4.100 2.674 -3.320 -0.0504 -0.1715 -0.0096 0.058
H -4.935 1.517 -2.279 0.1238 -0.0439 -0.2358 0.083
H -2.744 0.906 -4.318 0.0122 -0.3687 0.1056 0.121
H -3.895 -1.021 -2.175 -0.0302 0.1392 -0.3219 0.090
H -2.719 -1.449 -3.405 -0.4516 0.3572 0.0782 0.080
H -4.405 -1.131 -3.879 0.0733 0.2312 -0.0005 0.070
H -1.243 0.272 -2.466 -0.3867 -0.0235 -0.0657 0.023
H -2.569 0.553 -1.246 0.1511 0.1863 -0.5522 0.074
```
Positions in Å, forces in eV/Å.

Calculated values
E_HOMO (spin up / spin down) in eV: -0.27 / -1.22
Charge: -2
Energy relative to the best compared isomer or geometry (same formula, charge and spin) in kJ/mol: 0.0
E_tot in eV: -76587.368
Multiplicity: 1
Largest force on an atom in hartree/bohr: 0.0809
Gap between HOMO and LUMO (spin up / spin down) in eV: 4.48 / 5.43

# 2
Molecular formula: C39H39As2Cl2IrO2S3
Method: DFT, ωB97M-V/def2-TZVPD

```
88
Properties=species:S:1:pos:R:3:forces:R:3:lowdin_spin:R:1
Ir 0.474 0.690 0.647 1.3939 1.2492 2.7873 0.036
C -3.747 -0.828 -0.286 0.3211 0.1481 -0.2007 0.088
C -3.680 0.578 0.275 0.3094 -0.1560 0.4704 -0.001
As -1.962 1.486 -0.134 0.1473 -0.2508 -0.9841 0.008
C -2.566 3.316 0.186 0.5022 0.0536 0.3267 0.001
C -2.168 4.336 -0.677 0.2179 -0.3334 -0.1938 0.000
C -2.665 5.618 -0.518 -0.0655 0.0216 0.0233 0.000
C -3.548 5.897 0.515 0.0307 -0.0394 0.0125 0.000
C -3.925 4.894 1.398 -0.0468 0.0352 0.0144 0.000
C -3.433 3.609 1.239 0.0332 -0.3494 0.0775 0.000
C -1.941 1.396 -2.070 0.2665 -0.1271 0.1453 0.000
C -2.996 1.913 -2.821 -0.1667 0.0853 0.3650 0.000
C -2.972 1.806 -4.200 -0.0186 0.0322 0.0287 0.001
C -1.898 1.194 -4.832 0.1129 -0.0343 0.0623 0.001
C -0.847 0.680 -4.086 -0.0077 -0.0095 -0.1508 0.000
C -0.867 0.782 -2.705 0.1421 -0.0828 0.4157 0.001
As -2.269 -1.945 0.421 -1.4941 -1.0956 0.2459 0.411
C -2.745 -3.726 -0.187 0.4537 0.6092 0.1416 0.095
C -2.583 -4.824 0.658 0.0435 -0.0664 0.3299 0.045
C -3.055 -6.061 0.256 0.1128 0.0564 0.1030 0.005
C -3.631 -6.214 -0.999 0.0200 0.0178 -0.0540 0.071
C -3.760 -5.125 -1.853 0.0894 0.1659 -0.0411 0.004
C -3.287 -3.886 -1.462 -0.0746 0.2015 -0.3046 0.046
C -2.574 -2.005 2.351 0.3521 0.2131 -0.3202 0.061
C -1.537 -2.416 3.181 0.3037 0.0029 -0.2904 0.007
C -1.749 -2.590 4.537 0.0088 0.0905 -0.0222 0.000
C -3.002 -2.329 5.071 0.1067 0.0131 0.0497 0.008
C -4.030 -1.893 4.250 -0.0787 0.0021 0.0407 0.004
C -3.824 -1.721 2.892 -0.0936 -0.0255 -0.2133 0.018
H -3.664 -0.800 -1.378 0.0391 -0.1340 0.1637 0.000
H -4.693 -1.316 -0.030 0.1853 -0.0635 0.0213 0.012
H -3.818 0.576 1.362 0.0063 0.0487 -0.1708 0.000
H -4.466 1.206 -0.165 0.3524 -0.0056 0.0474 0.001
H -1.485 4.113 -1.491 -0.0674 0.0849 -0.0122 0.000
H -2.378 6.396 -1.210 0.0450 0.0462 -0.0493 0.000
H -3.946 6.893 0.633 -0.0299 0.0883 0.0061 0.000
H -4.617 5.109 2.198 -0.0299 0.0037 0.0513 0.000
H -3.748 2.831 1.928 -0.0564 0.0488 -0.0106 0.000
H -3.822 2.413 -2.325 -0.0024 -0.0159 -0.1116 0.000
H -3.784 2.209 -4.786 -0.0684 0.0380 -0.0216 0.000
H -1.873 1.131 -5.909 -0.0148 -0.0349 -0.0933 0.000
H -0.013 0.206 -4.582 0.0679 -0.0150 -0.0140 0.000
H -0.044 0.393 -2.104 -0.0416 -0.0067 -0.2452 0.000
H -2.133 -4.702 1.636 -0.0587 -0.0647 -0.0296 0.002
H -2.973 -6.909 0.920 0.0402 -0.0426 0.0297 0.000
H -3.956 -7.190 -1.329 -0.0954 -0.0500 0.0382 0.003
H -4.211 -5.241 -2.827 -0.0096 -0.0348 -0.0629 -0.001
H -3.351 -3.042 -2.139 -0.0566 -0.0662 -0.0339 0.002
H -0.561 -2.594 2.747 0.0334 -0.0940 0.0733 0.001
H -0.938 -2.923 5.169 0.0078 -0.0569 0.0605 0.000
H -3.169 -2.460 6.128 -0.0776 -0.0350 0.1067 0.000
H -5.007 -1.702 4.667 -0.0958 0.0394 0.0392 0.001
H -4.652 -1.406 2.271 -0.0353 -0.0223 -0.0184 0.001
Cl 6.251 -4.040 -0.549 0.2997 -0.2257 0.0203 0.001
C 5.070 -2.815 -0.476 -1.3603 0.0354 0.3953 0.002
C 5.402 -1.496 -0.840 -0.3348 -0.1961 0.0057 0.001
C 4.440 -0.519 -0.864 -1.2383 -0.5454 0.2492 0.001
Cl 4.836 1.082 -1.311 0.1472 0.4860 -0.1649 0.000
C 3.051 -0.792 -0.534 1.7800 -2.2425 0.5660 0.003
O 2.178 0.099 -0.669 -2.6210 2.8214 -0.3717 0.004
C 2.782 -2.123 -0.020 -0.6306 1.2711 -0.0620 0.003
C 1.520 -2.433 0.578 1.9632 -0.2183 -0.6393 0.001
O 0.544 -1.681 0.732 -1.3800 2.0751 0.6705 0.053
C 3.780 -3.103 -0.041 1.4992 -0.2546 -0.2453 -0.002
H 6.422 -1.264 -1.112 0.0547 0.0612 -0.0343 0.000
H 1.452 -3.449 0.998 -0.2954 0.0357 -0.2197 0.000
H 3.560 -4.104 0.300 -0.0389 -0.1211 0.0269 0.000
C 2.467 1.409 3.748 0.1099 -0.0209 -0.2993 0.000
C 1.190 0.688 4.128 0.1624 0.0376 -0.4765 0.000
S -0.293 1.061 3.127 0.2003 0.2582 -1.8961 -0.001
C -0.491 2.887 3.217 -0.0117 -0.3492 -0.2075 0.000
C 0.438 3.792 2.416 0.1076 -0.1617 -0.1870 0.000
S 0.732 3.323 0.662 0.1080 -2.1327 0.0639 -0.002
C 2.541 3.506 0.468 -0.2017 -0.1305 -0.0139 0.000
C 3.442 2.836 1.492 -0.1540 -0.2738 -0.0270 0.000
S 2.940 1.146 1.987 -0.8066 -0.2694 0.0057 0.006
H 3.284 1.012 4.354 -0.0448 0.0447 0.0064 0.000
H 2.404 2.478 3.934 -0.0003 -0.0449 0.0668 0.000
H 0.934 0.897 5.167 -0.1400 -0.0382 0.0218 0.000
H 1.313 -0.388 4.012 -0.0914 -0.0831 0.0711 0.000
H -0.426 3.148 4.275 -0.0783 0.0176 -0.0107 0.000
H -1.522 3.038 2.888 0.0757 -0.0256 0.1288 0.000
H 1.410 3.894 2.884 0.0531 0.0176 0.0038 0.000
H -0.018 4.783 2.378 0.0167 -0.0062 -0.0352 0.000
H 2.747 4.577 0.451 -0.0522 0.0285 -0.1137 0.000
H 2.712 3.097 -0.530 0.0136 0.0245 0.0044 0.000
H 3.540 3.421 2.404 0.0244 -0.0038 0.0122 0.000
H 4.436 2.732 1.050 -0.0942 0.0458 0.0570 0.000
```
Positions in Å, forces in eV/Å.

Calculated values
E_HOMO (spin up / spin down) in eV: -14.63 / -14.62
Charge: +3
Energy relative to the best compared isomer or geometry (same formula, charge and spin) in kJ/mol: 204.7
E_tot in eV: -227210.464
Multiplicity: 2
Largest force on an atom in hartree/bohr: 0.0752
Gap between HOMO and LUMO (spin up / spin down) in eV: 4.64 / 4.06